DFT (the ωB97M-V functional and the def2-TZVPD basis) results for a 2-piece molecular cluster, C7H9N overall.

Its structure (SMILES) is C#C[C@@H](C)N=C.C#C. The HOMO energy is -9.6 eV.

Each line ends with the Mulliken charge.
Cartesian coordinates (Å):
C: -0.62 0.37 0.51  0.67
C: 1.82 -0.81 -1.64  -0.54
H: 2.27 -0.08 2.08  0.30
H: -1.62 1.34 2.17  0.37
H: -2.15 -0.32 1.87  0.35
H: 1.78 1.31 0.94  0.28
H: 1.65 0.56 -3.41  0.39
H: 1.90 -1.47 -0.83  0.51
C: -1.86 0.61 1.39  -1.44
H: -1.57 -2.01 -2.16  0.42
N: 0.41 -0.20 1.33  -0.50
C: 1.52 0.37 1.44  -0.38
H: -2.68 0.99 0.79  0.36
C: 1.74 -0.09 -2.59  -0.36
C: -1.31 -1.34 -1.40  0.17
H: -0.30 1.32 0.04  0.32
C: -0.98 -0.57 -0.54  -0.92